# 1
74
Properties=species:S:1:pos:R:3 method="wB97M-V/def2-TZVPD" homo_energy_ev="-7.37 / -7.80" orbital_gap_ev="6.0 / 6.3" lumo_energy_ev="-1.3717 / -1.4743" mol_weight_da=605.02 energy_ev=-78837.3480 e_above_lowest_kcal_mol=199.3 s2=3.79 multiplicity=4
Tc -0.085 -0.077 -0.138
P -0.703 0.108 -2.252
C -1.988 -1.170 -2.720
C -1.435 1.696 -2.937
C 0.739 -0.379 -3.330
C -2.992 -1.493 -1.605
H -1.372 -2.078 -2.867
C -2.760 -0.890 -4.020
H -3.578 -0.176 -3.852
H -3.219 -1.834 -4.363
H -2.129 -0.520 -4.831
H -2.555 -2.175 -0.862
H -3.877 -1.988 -2.043
H -3.337 -0.586 -1.084
H 0.909 -1.405 -2.958
C 2.009 0.404 -3.071
C 0.481 -0.448 -4.839
H -0.117 -1.323 -5.111
H 1.448 -0.536 -5.362
H -0.010 0.460 -5.212
H 1.975 0.943 -2.102
H 2.226 1.151 -3.846
H 2.878 -0.276 -3.007
C -2.623 2.137 -2.086
H -1.803 1.433 -3.940
C -0.426 2.823 -3.115
H -3.493 1.483 -2.219
H -2.924 3.155 -2.386
H -2.357 2.165 -1.021
H 0.222 2.943 -2.237
H -0.963 3.780 -3.244
H 0.206 2.686 -4.003
Cl -0.231 2.450 0.303
H -1.564 -0.469 0.410
H 1.476 -0.358 -0.553
P 0.722 -0.530 2.262
C 2.112 -1.747 2.284
C 1.289 0.856 3.348
C -0.679 -1.425 3.054
C 3.121 -1.643 1.133
H 1.582 -2.708 2.153
C 2.878 -1.790 3.610
H 3.619 -0.982 3.671
H 3.432 -2.743 3.666
H 2.229 -1.741 4.491
H 2.707 -2.049 0.200
H 4.019 -2.230 1.382
H 3.443 -0.607 0.950
H -0.743 -2.310 2.393
C -2.028 -0.697 2.984
C -0.403 -1.910 4.481
H 0.301 -2.747 4.502
H -1.349 -2.264 4.916
H -0.030 -1.100 5.122
H -2.008 0.165 2.307
H -2.352 -0.358 3.981
H -2.787 -1.403 2.612
C 2.452 1.618 2.752
H 1.681 0.348 4.229
C 0.189 1.806 3.798
H 3.416 1.108 2.827
H 2.539 2.625 3.161
H 2.296 1.791 1.683
H -0.368 2.235 2.956
H 0.647 2.646 4.352
H -0.515 1.314 4.484
F 3.831 4.114 -1.634
C 2.645 3.590 -1.740
F 1.691 4.449 -1.382
F 2.449 3.173 -2.981
S 2.816 2.277 -0.422
O 3.890 1.332 -0.510
O 2.878 3.233 0.591
O 1.502 0.743 0.791

---

# 2
43
Properties=species:S:1:pos:R:3 method="wB97M-V/def2-TZVPD" homo_energy_ev=-9.00 orbital_gap_ev=8.3 lumo_energy_ev=-0.6781 mol_weight_da=299.37 energy_ev=-26626.5010 e_above_lowest_kcal_mol=313.0
C 0.867 -1.942 -1.840
C 0.503 -0.623 -2.772
C -0.930 -0.574 -3.119
C -1.295 0.762 -3.730
C -2.790 1.223 -3.710
C -3.364 1.815 -2.466
O -3.518 1.020 -1.173
C -2.271 1.100 -0.521
C -2.358 0.057 0.469
C -1.505 -0.142 1.392
C -0.214 0.496 1.325
C -0.087 1.681 0.469
C -1.313 2.077 -0.406
H -1.152 2.611 -1.213
H 0.672 2.435 0.468
O 0.645 0.411 2.411
C 1.099 -0.643 2.567
O 0.871 -1.742 1.971
C 2.342 -0.670 3.365
C 2.560 0.343 4.306
C 3.677 0.458 5.233
N 4.348 -0.894 5.521
C 4.083 -1.890 4.679
C 3.026 -1.996 3.824
H 3.095 -2.634 3.019
H 4.629 -2.633 4.859
H 3.747 1.366 5.927
H 2.107 1.306 4.001
H -1.574 -1.058 2.234
H -3.410 -0.655 0.468
H -4.274 2.051 -2.881
H -2.670 2.842 -2.448
H -3.005 1.525 -4.692
H -3.353 0.139 -3.716
H -0.903 0.654 -4.656
H -0.681 1.415 -3.381
H -1.127 -1.300 -3.596
H -1.573 -0.818 -1.923
H 1.170 -0.732 -3.610
H 1.003 0.067 -2.075
H 1.838 -2.017 -1.652
H 0.595 -3.044 -2.187
H 0.492 -1.846 -0.738

---

# 3
73
Properties=species:S:1:pos:R:3 method="wB97M-V/def2-TZVPD" homo_energy_ev="-4.25 / -4.25" orbital_gap_ev="5.9 / 5.8" lumo_energy_ev="1.6159 / 1.5969" mol_weight_da=1026.69 energy_ev=-357928.6721 e_above_lowest_kcal_mol=14.1 total_charge=-1
Co 1.068 1.473 -0.234
C 3.156 1.438 2.956
C 2.781 2.470 1.904
C 3.071 3.870 2.406
O 1.357 2.321 1.606
C 3.569 2.185 0.614
O 4.787 2.290 0.664
O 2.894 1.821 -0.428
H 2.573 1.588 3.867
H 4.218 1.556 3.172
H 2.994 0.420 2.598
H 2.578 4.039 3.368
H 2.739 4.626 1.697
H 4.152 3.954 2.529
H 0.939 3.200 1.626
Se 1.072 0.931 -2.526
Se 1.530 3.225 -3.006
Te -0.250 3.729 -1.234
Se 0.529 5.518 0.174
C -6.976 2.849 -1.403
C -5.600 2.446 -0.927
C -4.786 1.619 -1.680
C -3.514 1.237 -1.253
C -2.730 0.283 -2.102
C -3.023 1.717 -0.031
Se -1.291 1.257 0.718
C -3.842 2.557 0.758
C -3.436 3.128 2.099
C -5.111 2.894 0.291
H -7.186 2.435 -2.389
H -7.068 3.935 -1.462
H -7.746 2.492 -0.714
H -5.151 1.241 -2.631
H -3.351 -0.153 -2.888
H -2.334 -0.523 -1.486
H -1.874 0.764 -2.570
H -2.367 3.044 2.274
H -3.953 2.602 2.908
H -3.713 4.183 2.156
H -5.729 3.546 0.905
C -2.058 -4.135 -1.409
Si -1.278 -3.258 0.054
C -0.447 -4.527 1.158
C -2.586 -2.330 1.004
C 0.007 -2.069 -0.603
Te 1.140 -1.097 0.934
C 2.838 -2.395 0.730
Si 3.976 -2.338 -0.775
C 3.037 -2.729 -2.345
C 5.201 -3.734 -0.457
C 4.888 -0.743 -0.968
H -2.853 -4.820 -1.095
H -1.307 -4.715 -1.957
H -2.493 -3.408 -2.104
H -1.183 -5.186 1.631
H 0.122 -4.030 1.951
H 0.243 -5.155 0.581
H -3.372 -3.001 1.367
H -3.050 -1.565 0.373
H -2.149 -1.815 1.864
H -0.460 -1.259 -1.162
H 0.726 -2.548 -1.270
H 2.440 -3.412 0.817
H 3.436 -2.235 1.633
H 2.473 -3.665 -2.271
H 3.749 -2.831 -3.171
H 2.351 -1.917 -2.607
H 4.689 -4.696 -0.341
H 5.784 -3.548 0.451
H 5.906 -3.825 -1.292
H 4.200 0.086 -1.153
H 5.576 -0.817 -1.817
H 5.475 -0.489 -0.080

---

# 4
8
Properties=species:S:1:pos:R:3 method="wB97M-V/def2-TZVPD" homo_energy_ev=-8.94 orbital_gap_ev=8.9 lumo_energy_ev=-0.0841 mol_weight_da=103.00 energy_ev=-22186.4529 e_above_lowest_kcal_mol=55.6
C -0.887 2.403 -0.212
C -1.198 -0.275 -0.612
N 0.241 2.223 -0.186
P -2.576 -0.533 0.110
P 0.517 -0.340 -0.849
H -1.855 2.587 -0.156
H 0.470 -1.724 -0.773
H 0.528 -0.315 -2.358

---

# 5
100
Properties=species:S:1:pos:R:3 method="wB97M-V/def2-TZVPD" homo_energy_ev=-12.72 orbital_gap_ev=5.0 lumo_energy_ev=-7.6884 mol_weight_da=653.79 energy_ev=-117328.3825 total_charge=+2
C 7.195 1.698 3.372
C 7.346 1.437 1.853
C 6.044 1.718 1.063
C 5.412 3.073 1.485
C 4.484 3.661 0.382
C 3.027 3.269 0.724
C 2.044 3.420 -0.458
C 0.615 3.285 0.103
C -0.484 3.027 -0.954
C -1.562 1.996 -0.528
C -2.039 2.161 0.920
C -2.964 1.032 1.435
C -2.456 -0.413 1.202
C -0.946 -0.640 1.396
C -0.457 -0.845 2.864
C -0.252 0.500 3.455
N -0.106 1.560 3.836
C -1.373 -1.780 3.713
C -2.454 -1.090 4.568
C -2.028 -0.583 5.981
C -0.611 -0.999 6.427
C -2.192 0.965 6.174
C 0.966 -1.503 2.815
C 1.911 -0.723 1.971
N 2.457 -0.224 1.110
C 0.937 -2.990 2.345
C 2.009 -3.321 1.306
O 3.112 -3.536 1.575
Br 1.355 -3.358 -0.580
H 6.230 1.319 3.727
H 8.024 1.201 3.885
H 7.253 2.766 3.594
H 7.675 0.405 1.689
H 8.114 2.115 1.458
H 5.358 0.887 1.282
H 6.243 1.752 -0.014
H 4.820 2.853 2.384
H 6.179 3.786 1.805
H 4.804 3.339 -0.612
H 4.554 4.749 0.506
H 2.690 3.918 1.545
H 3.023 2.249 1.124
H 2.166 4.405 -0.920
H 2.258 2.598 -1.153
H 0.381 4.133 0.755
H 0.630 2.409 0.772
H -1.031 3.975 -1.095
H -0.071 2.799 -1.945
H -2.428 2.163 -1.191
H -1.205 0.984 -0.767
H -2.636 3.084 0.947
H -1.238 2.305 1.648
H -3.912 1.126 0.882
H -3.208 1.252 2.480
H -3.080 -1.090 1.794
H -2.676 -0.648 0.150
H -0.694 -1.566 0.855
H -0.326 0.142 0.952
H -1.914 -2.382 2.968
H -0.786 -2.509 4.281
H -3.251 -1.831 4.706
H -2.915 -0.253 4.033
H -2.717 -1.040 6.700
H 0.166 -0.870 5.665
H -0.625 -2.074 6.671
H -0.288 -0.486 7.335
H -2.375 1.430 5.203
H -3.038 1.192 6.833
H -1.309 1.383 6.662
H 1.364 -1.476 3.835
H -0.051 -3.302 2.000
H 1.167 -3.618 3.211
C 2.250 -3.291 -4.988
N 0.823 -2.934 -5.184
C -0.058 -3.227 -4.215
C -1.384 -2.877 -4.337
C -1.823 -2.205 -5.475
C -0.889 -1.935 -6.471
C 0.427 -2.310 -6.304
C -3.232 -1.764 -5.622
C -3.537 -0.421 -5.819
C -4.846 -0.028 -5.998
N -5.839 -0.931 -5.990
C -5.579 -2.232 -5.780
C -4.289 -2.672 -5.591
C -7.240 -0.506 -6.230
H 2.314 -4.362 -4.807
H 2.622 -2.732 -4.131
H 2.816 -3.030 -5.876
H 0.325 -3.734 -3.339
H -2.061 -3.114 -3.526
H -1.175 -1.434 -7.386
H 1.177 -2.110 -7.057
H -2.761 0.334 -5.831
H -5.114 1.007 -6.157
H -6.423 -2.908 -5.779
H -4.115 -3.730 -5.442
H -7.843 -0.818 -5.381
H -7.583 -0.981 -7.146
H -7.279 0.574 -6.336

---

# 6
40
Properties=species:S:1:pos:R:3 method="wB97M-V/def2-TZVPD" homo_energy_ev=-7.75 orbital_gap_ev=8.0 lumo_energy_ev=0.2963 mol_weight_da=277.35 energy_ev=-25009.3006
F 4.050 -0.701 -1.552
N 6.055 0.511 1.128
N 4.496 1.267 2.868
C 4.839 0.681 1.644
C 3.230 1.416 3.152
C 5.858 -0.055 -0.137
C 4.533 -0.176 -0.414
C 3.826 0.317 0.724
C 2.507 0.453 1.036
N 2.217 1.007 2.250
N 1.552 0.162 0.102
N -3.690 -0.069 -1.226
C -3.235 0.024 -2.604
C -4.921 -0.872 -1.084
C -0.661 0.930 0.811
C -0.324 -1.232 -0.510
C -1.782 1.093 -0.204
C -1.851 -1.474 -0.342
C 0.214 -0.293 0.522
C -2.666 -0.158 -0.158
H 2.909 1.818 4.101
H 6.656 -0.412 -0.799
H 1.283 1.269 2.488
H 1.961 -0.212 -0.758
H -2.745 0.987 -2.796
H -4.075 -0.075 -3.307
H -2.467 -0.757 -2.875
H -5.269 -0.929 -0.036
H -4.784 -1.885 -1.436
H -5.684 -0.366 -1.652
H -1.080 0.859 1.834
H -0.075 1.841 0.795
H -0.218 -0.791 -1.501
H 0.194 -2.201 -0.497
H -1.320 1.238 -1.209
H -2.342 1.983 -0.024
H -2.236 -2.105 -1.148
H -2.030 -2.073 0.544
H 0.237 -0.872 1.439
H -3.160 -0.149 0.830

---

Repeat the fifth record exactly.
100
Properties=species:S:1:pos:R:3 method="wB97M-V/def2-TZVPD" homo_energy_ev=-12.72 orbital_gap_ev=5.0 lumo_energy_ev=-7.6884 mol_weight_da=653.79 energy_ev=-117328.3825 total_charge=+2
C 7.195 1.698 3.372
C 7.346 1.437 1.853
C 6.044 1.718 1.063
C 5.412 3.073 1.485
C 4.484 3.661 0.382
C 3.027 3.269 0.724
C 2.044 3.420 -0.458
C 0.615 3.285 0.103
C -0.484 3.027 -0.954
C -1.562 1.996 -0.528
C -2.039 2.161 0.920
C -2.964 1.032 1.435
C -2.456 -0.413 1.202
C -0.946 -0.640 1.396
C -0.457 -0.845 2.864
C -0.252 0.500 3.455
N -0.106 1.560 3.836
C -1.373 -1.780 3.713
C -2.454 -1.090 4.568
C -2.028 -0.583 5.981
C -0.611 -0.999 6.427
C -2.192 0.965 6.174
C 0.966 -1.503 2.815
C 1.911 -0.723 1.971
N 2.457 -0.224 1.110
C 0.937 -2.990 2.345
C 2.009 -3.321 1.306
O 3.112 -3.536 1.575
Br 1.355 -3.358 -0.580
H 6.230 1.319 3.727
H 8.024 1.201 3.885
H 7.253 2.766 3.594
H 7.675 0.405 1.689
H 8.114 2.115 1.458
H 5.358 0.887 1.282
H 6.243 1.752 -0.014
H 4.820 2.853 2.384
H 6.179 3.786 1.805
H 4.804 3.339 -0.612
H 4.554 4.749 0.506
H 2.690 3.918 1.545
H 3.023 2.249 1.124
H 2.166 4.405 -0.920
H 2.258 2.598 -1.153
H 0.381 4.133 0.755
H 0.630 2.409 0.772
H -1.031 3.975 -1.095
H -0.071 2.799 -1.945
H -2.428 2.163 -1.191
H -1.205 0.984 -0.767
H -2.636 3.084 0.947
H -1.238 2.305 1.648
H -3.912 1.126 0.882
H -3.208 1.252 2.480
H -3.080 -1.090 1.794
H -2.676 -0.648 0.150
H -0.694 -1.566 0.855
H -0.326 0.142 0.952
H -1.914 -2.382 2.968
H -0.786 -2.509 4.281
H -3.251 -1.831 4.706
H -2.915 -0.253 4.033
H -2.717 -1.040 6.700
H 0.166 -0.870 5.665
H -0.625 -2.074 6.671
H -0.288 -0.486 7.335
H -2.375 1.430 5.203
H -3.038 1.192 6.833
H -1.309 1.383 6.662
H 1.364 -1.476 3.835
H -0.051 -3.302 2.000
H 1.167 -3.618 3.211
C 2.250 -3.291 -4.988
N 0.823 -2.934 -5.184
C -0.058 -3.227 -4.215
C -1.384 -2.877 -4.337
C -1.823 -2.205 -5.475
C -0.889 -1.935 -6.471
C 0.427 -2.310 -6.304
C -3.232 -1.764 -5.622
C -3.537 -0.421 -5.819
C -4.846 -0.028 -5.998
N -5.839 -0.931 -5.990
C -5.579 -2.232 -5.780
C -4.289 -2.672 -5.591
C -7.240 -0.506 -6.230
H 2.314 -4.362 -4.807
H 2.622 -2.732 -4.131
H 2.816 -3.030 -5.876
H 0.325 -3.734 -3.339
H -2.061 -3.114 -3.526
H -1.175 -1.434 -7.386
H 1.177 -2.110 -7.057
H -2.761 0.334 -5.831
H -5.114 1.007 -6.157
H -6.423 -2.908 -5.779
H -4.115 -3.730 -5.442
H -7.843 -0.818 -5.381
H -7.583 -0.981 -7.146
H -7.279 0.574 -6.336

---

Repeat the first record exactly.
74
Properties=species:S:1:pos:R:3 method="wB97M-V/def2-TZVPD" homo_energy_ev="-7.37 / -7.80" orbital_gap_ev="6.0 / 6.3" lumo_energy_ev="-1.3717 / -1.4743" mol_weight_da=605.02 energy_ev=-78837.3480 e_above_lowest_kcal_mol=199.3 s2=3.79 multiplicity=4
Tc -0.085 -0.077 -0.138
P -0.703 0.108 -2.252
C -1.988 -1.170 -2.720
C -1.435 1.696 -2.937
C 0.739 -0.379 -3.330
C -2.992 -1.493 -1.605
H -1.372 -2.078 -2.867
C -2.760 -0.890 -4.020
H -3.578 -0.176 -3.852
H -3.219 -1.834 -4.363
H -2.129 -0.520 -4.831
H -2.555 -2.175 -0.862
H -3.877 -1.988 -2.043
H -3.337 -0.586 -1.084
H 0.909 -1.405 -2.958
C 2.009 0.404 -3.071
C 0.481 -0.448 -4.839
H -0.117 -1.323 -5.111
H 1.448 -0.536 -5.362
H -0.010 0.460 -5.212
H 1.975 0.943 -2.102
H 2.226 1.151 -3.846
H 2.878 -0.276 -3.007
C -2.623 2.137 -2.086
H -1.803 1.433 -3.940
C -0.426 2.823 -3.115
H -3.493 1.483 -2.219
H -2.924 3.155 -2.386
H -2.357 2.165 -1.021
H 0.222 2.943 -2.237
H -0.963 3.780 -3.244
H 0.206 2.686 -4.003
Cl -0.231 2.450 0.303
H -1.564 -0.469 0.410
H 1.476 -0.358 -0.553
P 0.722 -0.530 2.262
C 2.112 -1.747 2.284
C 1.289 0.856 3.348
C -0.679 -1.425 3.054
C 3.121 -1.643 1.133
H 1.582 -2.708 2.153
C 2.878 -1.790 3.610
H 3.619 -0.982 3.671
H 3.432 -2.743 3.666
H 2.229 -1.741 4.491
H 2.707 -2.049 0.200
H 4.019 -2.230 1.382
H 3.443 -0.607 0.950
H -0.743 -2.310 2.393
C -2.028 -0.697 2.984
C -0.403 -1.910 4.481
H 0.301 -2.747 4.502
H -1.349 -2.264 4.916
H -0.030 -1.100 5.122
H -2.008 0.165 2.307
H -2.352 -0.358 3.981
H -2.787 -1.403 2.612
C 2.452 1.618 2.752
H 1.681 0.348 4.229
C 0.189 1.806 3.798
H 3.416 1.108 2.827
H 2.539 2.625 3.161
H 2.296 1.791 1.683
H -0.368 2.235 2.956
H 0.647 2.646 4.352
H -0.515 1.314 4.484
F 3.831 4.114 -1.634
C 2.645 3.590 -1.740
F 1.691 4.449 -1.382
F 2.449 3.173 -2.981
S 2.816 2.277 -0.422
O 3.890 1.332 -0.510
O 2.878 3.233 0.591
O 1.502 0.743 0.791